# 1
Density functional theory data (ωB97M-V/def2-TZVPD) for a single C11H7F2N molecule at a distorted geometry.

Summary:
SMILES string: C=C(F)/C=C(F)\C=C1\c2cccnc21
HOMO-LUMO gap (alpha / beta), eV: 6.818 / 6.818
Energy relative to the best compared isomer or geometry (same formula, charge and spin), kJ/mol: 0.0
Maximum force, eV/Å: 5.13
Net charge: 0
Lowest unoccupied orbital energy (alpha / beta), eV: -0.95 / -0.95
Spin multiplicity: 1

Cartesian coordinates (Å):
C -3.371 -0.647 -0.178
C -2.566 -1.822 -0.294
C -2.803 0.617 0.149
C -1.227 -1.484 -0.230
C -0.775 -0.218 0.237
C 2.691 0.392 0.192
C 1.405 -1.752 -0.086
C 2.503 -0.944 0.100
C 1.750 1.472 -0.217
C 1.727 2.746 0.300
C 0.156 -1.272 0.069
N -1.502 0.860 0.496
F 3.611 -1.656 0.379
F 1.079 1.256 -1.345
H -4.491 -0.853 -0.482
H -3.121 -2.679 -0.723
H -3.384 1.605 0.416
H 3.562 0.770 0.478
H 1.472 -2.858 -0.312
H 2.308 3.077 1.104
H 0.978 3.389 -0.052

=====

# 2
Density functional theory data (ωB97M-V/def2-TZVPD) for a molecular structure, C11H7HgN2O6 at a distorted geometry.

Summary:
HOMO-LUMO gap, eV: 8.958
Energy relative to the best compared isomer or geometry (same formula, charge and spin), kJ/mol: 80.2
Maximum force, eV/Å: 5.34
Net charge: +1
Lowest unoccupied orbital energy, eV: -4.60
Spin multiplicity: 1

Cartesian coordinates (Å):
O -3.372 -4.086 -0.362
C -2.667 -3.216 -0.243
Hg 0.684 0.507 -0.460
O -1.446 0.491 2.400
C -1.372 -0.006 1.346
C 2.720 -0.392 -3.454
O 3.714 -0.069 -3.930
C -1.886 1.541 -1.859
O -2.979 1.879 -1.968
C 1.718 -1.870 1.061
O 1.906 -2.641 1.851
H -0.306 -0.577 -1.168
N 4.251 5.466 3.148
C 3.013 5.530 2.554
O 2.412 6.611 2.472
C 2.490 4.248 1.935
C 3.240 3.087 1.734
C 2.748 1.995 1.061
N 1.460 2.027 0.637
C 0.610 3.122 0.836
C 1.188 4.202 1.497
H 4.533 6.264 3.641
H 4.638 4.570 3.479
H 4.315 3.049 2.079
H 3.362 1.099 0.812
H -0.392 3.154 0.424
H 0.581 5.068 1.628

=====

# 3
Density functional theory data (ωB97M-V/def2-TZVPD) for a molecular structure, C11H7NO6Re.

Summary:
HOMO-LUMO gap (alpha / beta), eV: 4.923 / 4.969
Energy relative to the best compared isomer or geometry (same formula, charge and spin), kJ/mol: 0.0
Maximum force, eV/Å: 0.65
Net charge: +2
Lowest unoccupied orbital energy (alpha / beta), eV: -10.85 / -10.78
Spin multiplicity: 2
<S²>: 0.863

Cartesian coordinates (Å):
Re -0.002 0.722 -0.113
O -1.845 1.545 0.079
C -2.997 0.686 0.428
C -2.479 -0.719 0.572
C -3.317 -1.756 0.896
C -2.784 -3.038 1.015
C -1.425 -3.247 0.807
C -0.633 -2.173 0.485
N -1.147 -0.919 0.367
H -2.094 2.479 -0.033
H -3.725 0.770 -0.378
H -3.415 1.062 1.362
H -4.372 -1.578 1.055
H -3.431 -3.867 1.271
H -0.986 -4.230 0.893
H 0.430 -2.275 0.311
O 5.815 2.280 -1.449
C 4.701 1.990 -1.195
C 3.482 2.975 -1.137
O 3.460 4.143 -1.332
C 2.327 2.074 -0.771
C 2.711 0.766 -0.620
O 1.714 -0.052 -0.297
C 4.180 0.550 -0.854
O 4.786 -0.468 -0.793
O 1.045 2.280 -0.569

=====

# 4
Density functional theory data (ωB97M-V/def2-TZVPD) for a molecular structure, C11H8AlNO5 at a distorted geometry.

Summary:
HOMO-LUMO gap (alpha / beta), eV: 6.234 / 5.855
Energy relative to the best compared isomer or geometry (same formula, charge and spin), kJ/mol: 257.2
Maximum force, eV/Å: 7.60
Net charge: +2
Lowest unoccupied orbital energy (alpha / beta), eV: -9.88 / -10.27
Spin multiplicity: 1

Cartesian coordinates (Å):
O -2.657 -4.970 -1.900
C -2.157 -4.103 -2.443
Al 0.285 0.124 -1.205
O 2.935 -1.774 0.152
C 2.425 -1.026 -0.575
C 1.720 1.555 -1.468
O 2.489 2.423 -1.610
C -0.326 1.290 -4.518
O -0.387 1.285 -3.290
C -0.163 0.248 -5.358
O 0.094 -0.764 -5.912
H 0.248 -0.892 -0.056
N -0.998 1.325 -0.058
C -0.661 0.907 1.322
C -1.349 -0.193 1.852
C -0.783 -0.867 2.951
C 0.379 -0.379 3.553
C 1.031 0.746 3.030
C 0.470 1.440 1.934
H -1.982 1.149 -0.243
H -0.871 2.332 -0.183
H -2.206 -0.601 1.297
H -1.282 -1.761 3.348
H 0.803 -0.898 4.413
H 1.945 1.120 3.502
H 0.997 2.284 1.464

=====

# 5
Density functional theory data (ωB97M-V/def2-TZVPD) for a molecular structure, C11H8BiCl2LuN2O3Se at a distorted geometry.

Summary:
HOMO-LUMO gap (alpha / beta), eV: 3.388 / 3.396
Energy relative to the best compared isomer or geometry (same formula, charge and spin), kJ/mol: 316.3
Maximum force, eV/Å: 8.11
Net charge: +4
Lowest unoccupied orbital energy (alpha / beta), eV: -18.47 / -18.47
Spin multiplicity: 1

Cartesian coordinates (Å):
Lu -1.517 0.134 -1.029
Bi 1.444 -1.096 0.156
Cl -3.032 -1.163 -2.310
Cl -2.223 2.467 -0.751
C 0.674 1.122 0.397
C 0.444 -1.179 -2.065
C -0.165 0.511 -3.033
O 1.063 1.965 1.109
O 0.789 -2.006 -2.843
O 0.354 0.703 -4.062
C 0.665 -2.502 3.677
N -0.030 -1.215 3.744
C -0.802 -0.688 2.760
Se -1.315 -1.657 1.220
N -1.145 0.569 3.157
C -0.635 0.827 4.434
C -0.835 1.882 5.316
C -0.235 1.775 6.587
C 0.533 0.648 6.941
C 0.669 -0.433 6.056
C 0.090 -0.293 4.798
H -0.016 -3.253 3.270
H 0.968 -2.763 4.691
H 1.547 -2.424 3.031
H -1.698 1.206 2.592
H -1.462 2.722 5.012
H -0.342 2.590 7.310
H 0.988 0.612 7.930
H 1.212 -1.345 6.305

=====

# 6
Density functional theory data (ωB97M-V/def2-TZVPD) for a molecular structure, C11H8Cl2NOsS2Te4.

Summary:
HOMO-LUMO gap (alpha / beta), eV: 6.281 / 5.454
Energy relative to the best compared isomer or geometry (same formula, charge and spin), kJ/mol: 0.0
Maximum force, eV/Å: 0.46
Net charge: +1
Lowest unoccupied orbital energy (alpha / beta), eV: -3.93 / -5.49
Spin multiplicity: 5
<S²>: 6.037

Cartesian coordinates (Å):
Os -0.785 -1.079 2.453
Cl 0.213 1.157 2.241
C -0.253 1.716 0.624
C 0.328 2.888 0.184
C 0.001 3.325 -1.091
C -0.880 2.588 -1.870
C -1.441 1.422 -1.377
Cl -2.517 0.534 -2.402
C -1.146 0.941 -0.094
S -1.897 -0.537 0.503
H 1.012 3.440 0.812
H 0.429 4.239 -1.478
H -1.145 2.915 -2.866
Te -2.428 -3.062 2.615
Te -3.444 -3.535 5.087
Te -1.750 -2.240 6.609
Te -0.045 -1.015 4.973
S 1.223 -2.304 1.592
C 1.330 -1.618 0.012
N 0.613 -2.188 -0.985
C 0.555 -1.727 -2.251
C 1.276 -0.623 -2.604
C 2.070 -0.015 -1.625
C 2.101 -0.505 -0.340
H 0.062 -2.998 -0.727
H -0.081 -2.278 -2.927
H 1.226 -0.248 -3.615
H 2.662 0.855 -1.878
H 2.711 -0.048 0.425